(1)
C5H10NO | ωB97M-V/def2-TZVPD

Last column: Mulliken charge in e.
Atoms and positions in Å:
O 1.0000 0.7856 -0.0362  -0.560
N 0.9024 -1.3560 1.7193  -0.121
C -0.4413 -1.7964 1.5093  0.015
C 0.8669 0.6687 -1.4329  -0.039
C -1.4309 -1.0711 1.1229  -0.758
C 0.0887 1.5384 -1.9963  -0.085
C -0.5707 2.5060 -2.5071  -0.568
H 0.5237 1.4989 0.2158  0.227
H 0.0004 3.3927 -2.7937  0.252
H -2.3147 -1.5570 0.9244  0.275
H 1.0812 -0.6765 0.9755  0.252
H 1.3474 -0.1643 -1.8836  0.424
H -0.6562 -2.8433 1.7442  0.312
H 1.2587 -1.1167 2.6726  0.392
H 1.5967 -2.1093 1.6148  0.425
H -1.6425 -0.0850 0.7919  0.284
H -1.6098 2.3853 -2.6407  0.275

## Properties
Spin multiplicity ... 1
Kohn-Sham gap ... 9.215 eV
Energy relative to the best compared isomer or geometry (same formula, charge and spin) ... 403.2 kJ/mol
Charge ... +1
HOMO level ... -12.7 eV



(2)
C27H30N7OReS | ωB97M-V/def2-TZVPD

Last column: Löwdin spin population.
Atoms and positions in Å:
Re 0.0412 -0.2169 -1.2570  0.815
S -2.5970 -1.3673 0.2550  0.023
O -1.0758 -1.4153 -0.2781  0.046
N 1.6219 -1.5830 -1.0088  -0.005
N 0.8246 0.9705 -0.0811  -0.022
N -1.6034 1.1032 -1.5604  -0.002
N 2.8092 -0.2709 0.6199  -0.006
N -0.8391 2.7626 0.0099  -0.007
N 0.8601 0.4490 -3.0394  0.004
N 1.7203 1.4687 -3.2502  0.002
C -2.5402 0.7443 -2.4707  0.009
C 2.5410 -3.6911 -1.6907  -0.005
C 0.5847 -0.0557 -4.2589  0.017
C 1.5729 -2.7211 -1.7421  0.015
C 2.2191 1.8837 1.5583  0.000
C 1.2713 0.6430 -5.2372  0.011
C -2.5097 -0.3951 1.7751  0.001
C -1.7478 2.2865 -0.9231  0.012
C -2.9057 -3.0628 0.7544  0.000
C 0.2494 2.2303 0.3780  0.004
C 2.0389 0.7302 0.6846  0.006
C -3.7933 2.7279 -2.1047  0.016
C 1.1610 2.7689 1.3758  0.000
C 1.0756 3.9555 2.0875  0.002
C 3.6272 -3.4970 -0.8366  0.022
C -3.6359 1.5138 -2.7726  -0.003
C -0.6897 -3.9054 1.7549  0.001
C 3.2390 2.1465 2.4579  0.003
C -2.8439 3.1091 -1.1795  -0.004
C 3.1588 3.3344 3.1732  0.000
C -2.1821 -3.6639 1.9521  0.000
C -1.1815 -0.3724 2.5338  0.000
C -1.1830 0.7805 3.5359  0.000
C 2.0947 4.2246 2.9909  0.002
C 1.9883 1.6079 -4.5521  0.032
C 2.6711 -1.3940 -0.1791  0.012
C 3.6856 -2.3454 -0.0817  -0.003
H 4.0593 1.4560 2.5969  0.000
H 0.2523 4.6413 1.9419  0.000
H -2.8025 0.6092 1.4597  0.000
H 4.4125 -4.2380 -0.7672  0.001
H -3.3285 -0.7993 2.3786  0.000
H 2.0690 5.1403 3.5659  0.000
H -2.7390 -3.6281 -0.1673  0.000
H -0.5157 -4.6153 0.9446  0.000
H -0.0836 -0.8966 -4.3743  0.000
H 1.2580 0.4736 -6.2999  0.000
H -0.1449 -2.9880 1.5290  0.000
H 4.5011 -2.1432 0.5975  0.000
H -1.9613 0.6545 4.2883  0.000
H -2.6849 -4.6173 2.1282  0.000
H -2.9090 4.0436 -0.6408  0.000
H -1.0248 -1.3186 3.0477  0.000
H -0.2276 0.8257 4.0565  0.000
H -1.3466 1.7393 3.0391  0.000
H -0.2607 -4.3313 2.6604  0.000
H -4.3474 1.1741 -3.5116  0.000
H -0.3502 -0.2585 1.8351  0.000
H -3.9915 -3.0265 0.9067  0.000
H 0.7064 -2.8413 -2.3847  0.001
H 2.4496 -4.5783 -2.3007  -0.001
H -2.3873 -0.2095 -2.9654  0.000
H -2.3775 -3.0703 2.8461  0.000
H 2.0898 2.0026 -2.4787  0.000
H 2.6659 2.3713 -4.9009  0.001
H -4.6432 3.3651 -2.3109  0.001
H 3.9342 3.5792 3.8865  0.000

## Properties
Spin multiplicity ... 2
Kohn-Sham gap (spin up / spin down) ... 6.274 / 6.293 eV
Energy relative to the best compared isomer or geometry (same formula, charge and spin) ... 3.9 kJ/mol
Charge ... +3
HOMO level (spin up / spin down) ... -16.9 / -16.9 eV



(3)
C6H10O | ωB97M-V/def2-TZVPD

Last column: Mulliken charge in e.
Atoms and positions in Å:
O 4.0540 -1.0952 -0.7018  -0.359
C 0.1046 1.2578 -0.4000  -0.452
C -1.3464 0.8692 -0.3838  0.234
C 3.0402 -1.5012 -0.2917  0.904
C -1.7530 -0.5255 0.0311  -1.265
C 1.8994 -1.9612 0.1704  -1.093
C -0.8175 1.8314 0.6407  -0.598
H -2.7793 -0.5446 0.4159  0.343
H 0.8285 0.5139 -0.0756  0.119
H -1.6973 -1.2259 -0.8115  0.284
H -1.0932 -0.9004 0.8234  0.250
H -0.7125 1.4710 1.6616  0.238
H 0.4584 1.9130 -1.1912  0.270
H -1.0939 2.8792 0.5643  0.254
H -1.9621 1.3065 -1.1682  0.325
H 1.8269 -2.2659 1.2061  0.247
H 1.0430 -2.0221 -0.4894  0.300

## Properties
Spin multiplicity ... 1
Kohn-Sham gap ... 10.263 eV
Energy relative to the best compared isomer or geometry (same formula, charge and spin) ... 147.9 kJ/mol
HOMO level ... -9.4 eV



(4)
C2H4N4O2 | ωB97M-V/def2-TZVPD

Last column: Mulliken charge in e.
Atoms and positions in Å:
O -2.0314 -1.3601 -0.3482  -0.485
O 2.2371 1.3975 -0.4298  -0.531
N -2.6973 0.9153 -0.2139  -0.659
N 0.6179 -0.3478 -0.5032  -0.027
N 2.5897 -0.9663 -0.0492  -0.565
N -0.3505 0.4135 -0.1878  -0.162
C 1.9495 0.1801 -0.4168  0.506
C -1.7931 -0.1411 -0.3708  0.502
H 3.6930 -0.8140 1.3987  0.373
H -3.6500 0.5787 0.4529  0.340
H 1.9376 -1.7819 -0.2596  0.344
H -2.5026 1.9261 0.9277  0.365

## Properties
Spin multiplicity ... 1
Kohn-Sham gap ... 6.875 eV
Energy relative to the best compared isomer or geometry (same formula, charge and spin) ... 842.3 kJ/mol
HOMO level ... -9.4 eV



(5)
C17H45BaF3LiN4O13S | ωB97M-V/def2-TZVPD

Last column: Mulliken charge in e.
Atoms and positions in Å:
Ba -1.3933 0.5755 -2.7374  1.638
S 0.8677 3.7412 -1.7329  0.526
F 1.0736 6.2436 -1.0055  -0.215
F -0.8856 5.6954 -1.7001  -0.218
F -0.2466 5.0809 0.2730  -0.213
O 0.0684 -5.0435 -2.4939  -0.304
O 0.5861 -0.7870 1.4423  -0.916
O -0.3934 -0.7789 -0.4917  -0.729
O 1.8921 3.2230 -0.8558  -0.488
O -0.2512 2.7929 -1.7799  -0.375
O 3.0639 -1.9664 1.7836  -0.507
O -3.1000 1.9293 -1.1330  -0.308
O 1.3027 4.1922 -3.0281  -0.588
O 0.4818 1.0306 0.3037  -0.659
O 3.1538 3.2221 1.8154  -0.061
O -4.0073 -2.8440 3.6321  -0.556
O 0.4786 -3.6103 2.0389  -0.521
O -2.2913 -0.7805 4.8139  -0.542
N -2.3360 3.3232 -3.7950  -0.420
N 0.2084 -0.1667 0.4401  1.374
N 3.1979 0.5742 1.8861  -0.192
N -0.5275 -2.2638 -3.0881  -0.165
C 3.5926 4.5503 1.7127  -0.880
C -2.8193 -2.3281 3.0748  0.024
C -1.8182 -1.9505 4.1442  -0.040
C 2.8157 -3.1720 2.5160  -0.472
C -0.1539 -2.7576 -5.4632  -1.384
C 3.1117 2.6867 3.1186  -0.882
C -0.4130 -3.3578 -4.1017  0.069
C -4.7243 2.5238 -3.5824  -1.288
C -2.7942 1.7541 0.2711  -0.575
C 0.1626 5.2822 -0.9746  0.591
C 0.4984 -4.4792 -3.6874  -0.633
C 2.5942 1.2569 3.0408  0.903
C 2.6745 0.5033 4.3589  -1.295
C 0.8885 -6.0961 -2.0086  -0.626
C -3.6034 3.3681 -2.9865  -0.198
C 1.7843 -4.0265 1.7660  -0.383
C -3.3476 3.3193 -1.4772  -0.257
Li 2.5880 1.6393 0.1941  0.905
H -2.2582 -3.0574 2.4786  0.192
H -2.9949 0.6862 0.3871  0.234
H 3.4831 4.9232 0.6985  0.220
H -4.2423 3.5876 -0.9160  0.553
H 2.4623 -2.9328 3.5202  0.184
H 3.1530 -0.4434 2.0005  0.100
H -3.0573 -1.5331 2.3593  0.053
H -0.9644 -2.0743 -5.7324  0.301
H 4.6636 4.6406 1.9467  0.333
H 2.3696 3.2212 3.7223  0.396
H -2.6109 3.3976 -4.7756  0.288
H 2.0149 -3.9064 0.6989  0.176
H 4.0851 2.7256 3.6216  0.426
H 1.5611 -4.1799 -3.6930  0.380
H -2.1114 -0.8077 5.7569  0.311
H 1.8237 -6.2011 -2.5606  0.388
H -2.4804 3.9251 -1.2297  -0.009
H 2.2483 -1.4445 1.7441  0.130
H -0.8260 -1.7405 3.7310  -0.126
H 4.2185 0.6358 1.9837  0.285
H 3.6691 0.6292 4.8002  0.350
H -5.0052 2.6956 -4.6184  0.443
H 3.7968 -3.6478 2.5064  0.418
H 0.7072 -2.0773 -5.4078  0.321
H -1.7476 2.0053 0.4374  0.071
H 1.5158 1.2915 2.8422  -0.178
H 1.9332 -5.0829 1.9922  0.409
H -4.1187 -2.4148 4.4872  0.346
H 1.8992 0.7007 5.0971  0.363
H 0.4985 -5.1733 -4.5478  0.371
H 1.1115 -5.9152 -0.9578  0.075
H -4.6271 1.4548 -3.3728  0.208
H -0.6244 -2.6987 -2.1681  0.110
H -0.0394 -3.4722 -6.2728  0.400
H 0.3375 -7.0368 -2.0728  0.280
H -3.9562 4.3993 -3.1439  0.387
H 3.1029 5.2170 2.4299  0.339
H -3.5042 2.2393 0.9398  0.335
H 2.5601 -0.5728 4.1908  0.153
H -1.6643 -2.8163 4.7952  0.399
H 0.2697 -2.7578 1.6395  0.378
H 0.4356 -1.9095 -3.0254  0.270
H -5.6037 2.8621 -3.0221  0.359
H -2.0156 4.2830 -3.6659  0.202
H -1.4471 -3.7236 -4.1279  0.238

## Properties
Spin multiplicity ... 1
Kohn-Sham gap ... 8.744 eV
Energy relative to the best compared isomer or geometry (same formula, charge and spin) ... 0.0 kJ/mol
Charge ... +1
HOMO level ... -11.8 eV